[1]
C3H7N3O2 in the gas phase at a distorted geometry. Source: OMol25; level of theory: the ωB97M-V functional and the def2-TZVPD basis.

Values from the calculation:
- E_HOMO (eV) = -8.43
- energy above the lowest of the compared OMol25 structures with the same formula, charge and spin (eV) = 6.141
- frontier orbital gap (eV) = 9.156
- LUMO (eV) = 0.73
- SMILES = O/N=C1/NNCCO1
- total energy (Eh) = -433.09710

Atoms and positions in Å:
N 1.050 -0.117 1.236
O -0.650 -0.147 -0.887
H -1.480 -0.497 0.916
H 1.098 -1.761 -0.141
C 0.079 0.874 -0.488
N 1.184 0.701 0.175
H 0.470 0.102 2.070
C -0.927 -0.997 0.157
N 0.035 1.996 -1.083
C 0.520 -1.413 0.758
H 0.634 -2.282 1.607
H -1.488 -1.820 -0.251
H 1.645 1.592 0.227
H -1.257 1.445 -2.253
O -0.913 2.324 -2.043

Cartesian forces (eV/Å) of the 3 atoms listed first:
N 1.1 -3.7 3.1
O -1.1 -0.2 -1.0
H -0.7 0.4 0.8

Atom charges from the Mulliken analysis, given in e for atoms 1 to 6: N -0.4641; O -0.4538; H 0.3543; H 0.2792; C 0.6052; N -0.0614


[2]
A molecular structure, C3H7N5O3 at a distorted geometry. Source: OMol25; level of theory: the ωB97M-V functional and the def2-TZVPD basis.

Values from the calculation:
- E_HOMO (alpha / beta) (eV) = -18.25 / -18.24
- energy above the lowest of the compared OMol25 structures with the same formula, charge and spin (eV) = 4.635
- frontier orbital gap (alpha / beta) (eV) = 5.742 / 5.738
- LUMO (alpha / beta) (eV) = -12.50 / -12.51
- total energy (Eh) = -617.06606
- charge = +2

Atoms and positions in Å:
O 4.285 -0.507 -0.165
O 2.742 0.804 0.260
N -1.919 1.229 -0.210
C 2.114 -1.518 -0.100
H 1.875 -3.402 -0.699
C 4.177 0.874 0.073
N 2.363 -2.732 -0.157
N 0.015 0.065 -0.776
N 0.024 1.904 0.650
H -0.526 2.588 0.982
H 3.214 -3.113 0.262
H 0.993 1.971 0.801
N 2.947 -0.574 0.112
O 4.835 1.800 0.225
C -0.638 1.050 -0.117
H -0.569 -0.670 -1.246
H -2.646 0.670 -0.669
H -2.161 2.145 -0.238

Cartesian forces (eV/Å) of the 3 atoms listed first:
O 0.4 0.6 0.0
O 1.1 -2.0 -0.1
N -2.0 -2.2 -1.2

Atom charges from the Mulliken analysis, given in e for atoms 1 to 6: O -0.1835; O -0.1416; N -0.3150; C 0.3985; H 0.2883; C 0.4750


[3]
A molecular structure, C31H33Cl2N5O7OsSSi. Source: OMol25; level of theory: the ωB97M-V functional and the def2-TZVPD basis.

Values from the calculation:
- E_HOMO (eV) = -13.97
- energy above the lowest of the compared OMol25 structures with the same formula, charge and spin (eV) = 0.230
- frontier orbital gap (eV) = 6.581
- LUMO (eV) = -7.38
- total energy (Eh) = -3699.48697
- charge = +2

Atoms and positions in Å:
C 2.050 -2.828 -1.607
N 2.174 3.438 0.106
C -3.425 -2.484 0.645
Cl 2.338 -2.178 2.332
H 1.481 0.735 -2.544
C 2.027 -1.134 -3.452
H 3.927 4.146 0.918
C 1.993 1.251 4.487
H 3.087 -3.035 -3.489
H -6.232 2.310 -2.303
H -0.721 0.302 -2.790
O -0.654 1.547 4.026
H 2.528 -0.236 -1.530
C 3.343 1.085 4.634
H -6.348 1.568 -4.656
H 1.295 -0.960 -4.242
C -3.628 0.132 -2.312
H 0.746 -2.299 0.004
C -3.602 -4.857 0.308
C 0.755 -2.246 -1.072
C -2.754 -2.341 -0.574
H -0.093 -2.826 -1.428
H 0.417 -3.312 3.099
H -4.512 1.408 -0.804
O 4.240 1.397 0.140
C 0.741 -2.282 3.031
Si -2.352 -0.673 -1.258
O 3.164 1.330 6.910
C 1.442 1.177 3.211
C -5.520 1.586 -2.679
H -3.017 -1.028 -4.041
H 2.042 -3.886 -1.339
H 2.818 6.246 1.771
O 1.759 0.723 0.878
H 2.968 -0.740 -3.841
S 0.078 2.339 -1.180
H 1.374 1.449 5.352
H -3.641 -1.616 1.262
C -2.549 -3.482 -1.356
C 0.892 5.643 0.997
O 5.475 0.012 1.245
O 5.138 1.044 6.060
H -2.075 -3.406 -2.332
H -4.742 -0.102 -5.514
Os -0.046 0.405 0.147
H 2.917 -2.396 -1.100
C -5.587 1.165 -4.000
H -3.929 -5.830 0.650
H -2.566 0.328 1.121
C -4.545 1.074 -1.836
C 3.612 0.848 2.292
O -0.413 1.695 1.910
C 4.175 0.882 3.542
H -0.723 -1.430 -3.089
H -4.362 -3.827 2.031
H -2.799 -5.604 -1.537
N 4.495 0.702 1.125
C -4.684 0.228 -4.485
C 2.252 5.494 1.241
C -3.709 -0.289 -3.646
H 1.352 -3.200 -3.600
N 3.934 1.157 5.990
C -2.027 0.587 0.209
H 0.373 6.526 1.350
C 1.700 -0.277 -2.239
N 0.504 -0.793 -1.470
H -0.865 4.770 0.100
N 0.035 1.459 3.064
H 2.661 2.583 -0.176
H -2.362 1.570 -0.134
Cl -0.533 -1.434 2.042
C -2.962 -4.732 -0.918
C 0.848 3.542 -0.160
C 0.191 4.667 0.302
C -0.747 -0.676 -2.300
H 5.243 0.764 3.678
H 0.739 -1.792 3.996
C -3.839 -3.733 1.087
C 2.876 4.360 0.783
C 2.148 -2.632 -3.113
C 2.222 0.923 2.072

Cartesian forces (eV/Å) of the 3 atoms listed first:
C 0.0 0.0 0.0
N -0.2 -0.1 0.0
C 0.0 -0.1 0.0

Atom charges from the Mulliken analysis, given in e for atoms 1 to 6: C -0.8295; N 0.1465; C -0.2408; Cl -0.0328; H 0.4565; C -0.7827